Computed, not measured: C25H29N2PReSbSe4Te as an isolated structure, with the ωB97M-V functional and the def2-TZVPD basis.

Output
charge	+3
HOMO-LUMO gap (spin up / spin down)	5.98 / 5.86	eV
multiplicity	2

Atoms and positions in Å:
Re -0.500 0.060 0.164
C -5.584 2.132 -0.508
C -4.531 1.088 -0.443
C -4.588 -0.280 -0.724
C -3.333 -0.792 -0.497
N -2.498 0.219 -0.081
N -3.278 1.349 -0.073
C -2.861 -2.196 -0.633
H -6.511 1.705 -0.880
H -5.284 2.946 -1.170
H -5.772 2.550 0.483
H -5.457 -0.823 -1.055
H -2.912 2.227 0.259
H -3.611 -2.779 -1.163
H -2.709 -2.648 0.348
H -1.931 -2.256 -1.203
C -1.200 2.723 2.217
P 0.203 1.650 1.800
C 1.448 2.785 1.135
C 0.890 1.058 3.353
C 2.240 0.699 3.398
C 2.824 0.365 4.609
C 2.062 0.367 5.772
C 0.713 0.690 5.726
C 0.121 1.036 4.518
H -2.069 2.148 2.535
H -1.445 3.352 1.358
H -0.905 3.391 3.029
H 1.744 3.491 1.914
H 1.038 3.343 0.292
H 2.332 2.235 0.809
H 2.850 0.706 2.502
H 3.875 0.116 4.649
H 2.523 0.117 6.718
H 0.123 0.695 6.632
H -0.927 1.308 4.506
Se 2.773 -4.985 1.362
Sb 1.074 -4.432 2.825
Se -0.954 -5.803 2.641
Se 0.526 -2.161 3.479
Se 0.530 -1.708 0.958
Te 0.789 1.005 -1.942
C 2.820 0.490 -2.068
C 3.561 1.276 -2.945
C 4.878 0.919 -3.199
C 5.429 -0.195 -2.583
C 4.679 -0.953 -1.691
C 3.361 -0.615 -1.425
C -0.150 -0.502 -3.074
C -1.167 -0.125 -3.946
C -1.789 -1.100 -4.714
C -1.392 -2.427 -4.611
C -0.377 -2.794 -3.735
C 0.250 -1.832 -2.956
H 3.137 2.148 -3.426
H 5.469 1.513 -3.882
H 6.453 -0.472 -2.792
H 5.123 -1.809 -1.201
H 2.788 -1.192 -0.711
H -1.458 0.913 -4.054
H -2.566 -0.819 -5.412
H -1.863 -3.178 -5.231
H -0.064 -3.827 -3.669
H 1.057 -2.117 -2.291

***

Computed, not measured: C66H69FGeO3P3PbSSi as an isolated structure, with the ωB97M-V functional and the def2-TZVPD basis.

Output
charge	+1
HOMO-LUMO gap	7.67	eV
multiplicity	1

Atoms and positions in Å:
Pb 0.031 0.088 -0.086
F 1.748 -0.076 1.824
Ge 1.697 -1.840 2.123
C 3.175 -2.377 0.976
C 3.573 -3.709 1.093
C 4.557 -4.260 0.287
C 5.144 -3.470 -0.682
C 4.760 -2.144 -0.820
C 3.794 -1.557 -0.001
P 3.348 0.222 -0.344
C 4.444 0.702 -1.713
C 3.834 0.932 -2.942
C 4.577 1.350 -4.039
C 5.940 1.559 -3.902
C 6.558 1.352 -2.672
C 5.815 0.930 -1.582
C 4.105 1.123 1.052
C 3.824 2.485 1.140
C 4.348 3.244 2.174
C 5.148 2.647 3.139
C 5.427 1.290 3.061
C 4.913 0.532 2.017
C 0.186 -3.142 1.932
C 0.591 -4.153 2.822
C -0.147 -5.297 3.070
C -1.364 -5.466 2.435
C -1.791 -4.491 1.555
C -1.049 -3.333 1.289
P -1.786 -2.255 0.003
C -2.280 -3.473 -1.249
C -3.557 -3.482 -1.803
C -3.851 -4.338 -2.856
C -2.877 -5.185 -3.362
C -1.604 -5.186 -2.805
C -1.306 -4.333 -1.756
C -3.333 -1.571 0.653
C -3.855 -0.499 -0.077
C -5.053 0.089 0.301
C -5.731 -0.380 1.416
C -5.210 -1.433 2.154
C -4.016 -2.029 1.776
C 1.694 -1.555 4.030
C 2.593 -2.084 4.948
C 2.443 -1.831 6.304
C 1.382 -1.052 6.746
C 0.485 -0.519 5.833
C 0.633 -0.754 4.466
P -0.575 0.023 3.288
C -0.219 1.799 3.482
C 0.905 2.279 4.152
C 1.177 3.639 4.177
C 0.336 4.535 3.534
C -0.776 4.065 2.850
C -1.046 2.707 2.817
C -2.129 -0.320 4.181
C -2.351 -1.634 4.600
C -3.519 -1.978 5.259
C -4.494 -1.017 5.495
C -4.293 0.283 5.059
C -3.118 0.632 4.406
H 3.098 -4.356 1.821
H 4.846 -5.295 0.410
H 5.904 -3.876 -1.336
H 5.236 -1.556 -1.592
H 2.764 0.799 -3.027
H 4.090 1.525 -4.990
H 6.523 1.895 -4.749
H 7.620 1.528 -2.564
H 6.298 0.782 -0.623
H 3.186 2.955 0.399
H 4.123 4.301 2.233
H 5.555 3.240 3.949
H 6.054 0.820 3.808
H 5.142 -0.526 1.964
H 1.510 -4.051 3.391
H 0.227 -6.039 3.763
H -1.971 -6.343 2.617
H -2.729 -4.637 1.032
H -4.325 -2.821 -1.421
H -4.847 -4.341 -3.280
H -3.111 -5.849 -4.184
H -0.842 -5.852 -3.190
H -0.309 -4.342 -1.327
H -3.324 -0.112 -0.941
H -5.449 0.918 -0.272
H -6.664 0.079 1.716
H -5.730 -1.791 3.033
H -3.617 -2.841 2.369
H 3.426 -2.693 4.613
H 3.148 -2.244 7.014
H 1.257 -0.854 7.802
H -0.337 0.091 6.187
H 1.583 1.595 4.644
H 2.055 3.995 4.699
H 0.550 5.596 3.560
H -1.430 4.753 2.329
H -1.901 2.357 2.252
H -1.594 -2.393 4.429
H -3.665 -2.998 5.594
H -5.403 -1.282 6.020
H -5.046 1.040 5.240
H -2.975 1.661 4.106
C 0.241 0.187 -4.982
C -0.227 -0.593 -3.763
C -1.530 -1.315 -4.070
C 0.827 -1.581 -3.284
O -0.427 0.335 -2.642
Si -1.186 1.823 -2.608
S -1.370 2.220 -0.554
O -2.602 1.577 -3.359
C -3.664 2.428 -3.830
C -3.197 3.149 -5.086
C -4.052 3.411 -2.734
C -4.822 1.493 -4.144
O -0.274 2.892 -3.411
C 0.471 4.102 -3.156
C -0.466 5.187 -2.644
C 1.573 3.822 -2.142
C 1.066 4.490 -4.501
H 0.499 -0.509 -5.781
H 1.113 0.798 -4.759
H -0.549 0.846 -5.347
H -1.399 -1.921 -4.968
H -2.335 -0.604 -4.241
H -1.813 -1.982 -3.256
H 0.944 -2.393 -4.002
H 0.511 -2.032 -2.338
H 1.796 -1.104 -3.143
H -2.307 3.745 -4.880
H -3.982 3.810 -5.456
H -2.954 2.429 -5.869
H -3.239 4.107 -2.523
H -4.292 2.876 -1.814
H -4.924 3.993 -3.038
H -4.512 0.743 -4.873
H -5.666 2.047 -4.556
H -5.151 0.980 -3.239
H -0.915 4.891 -1.694
H -1.258 5.390 -3.367
H 0.090 6.112 -2.483
H 1.148 3.532 -1.181
H 2.180 4.719 -1.996
H 2.228 3.026 -2.500
H 0.274 4.609 -5.241
H 1.750 3.713 -4.847
H 1.617 5.429 -4.424

***

Computed, not measured: one molecule with the formula C5H9NS, with the ωB97M-V functional and the def2-TZVPD basis.

Output
charge	0
HOMO-LUMO gap	8.13	eV
structure (SMILES)	CN[C@H]1CCC1=S
multiplicity	1

Atoms and positions in Å:
C 1.280 -1.478 -0.618
N 0.787 -1.174 0.684
C -0.043 0.022 0.815
C 0.094 1.307 0.029
C -1.402 1.319 -0.281
C -1.419 -0.113 0.060
S -2.455 -1.386 0.071
H 2.323 -2.054 -0.479
H 1.469 -0.506 -1.328
H 0.487 -2.029 -1.101
H 1.547 -1.109 1.324
H -0.206 0.192 1.905
H 0.919 1.246 -0.851
H 0.424 2.258 0.563
H -1.772 1.670 -1.287
H -2.031 1.835 0.494

***

Computed, not measured: a 5-piece molecular cluster, C24H43N2O10PS overall, with the ωB97M-V functional and the def2-TZVPD basis.

Output
charge	-2
HOMO-LUMO gap	1.45	eV
multiplicity	1

Atoms and positions in Å:
O 7.628 1.749 2.204
C 8.542 1.664 1.351
O 9.607 0.957 1.596
C 8.513 2.402 -0.052
C 8.233 1.230 -1.078
C 6.955 1.300 -1.968
C 5.643 0.628 -1.402
C 5.813 -0.260 -0.141
S 4.187 -0.881 0.533
C 3.212 0.631 0.719
N 3.046 1.390 1.810
N 2.236 2.384 1.373
C 1.922 2.280 0.103
O 2.529 1.124 -0.349
P 7.194 3.656 0.106
O 7.595 4.615 1.197
O 5.630 3.125 0.517
O 7.172 4.622 -1.318
H 8.362 0.262 -0.528
H 9.103 1.244 -1.803
H 7.210 0.737 -2.914
H 6.682 2.321 -2.328
H 5.216 -0.029 -2.211
H 4.876 1.430 -1.271
H 6.428 0.193 0.677
H 6.352 -1.200 -0.432
H 1.312 2.906 -0.556
H 5.054 3.378 -0.229
H 6.261 4.876 -1.538
C -2.671 0.413 1.379
C -3.570 1.423 0.690
C -2.764 2.703 0.825
O -1.384 2.326 0.826
C -1.290 0.902 0.981
H -2.860 -0.617 1.082
H -2.794 0.484 2.464
H -3.682 1.162 -0.363
H -4.565 1.498 1.130
H -2.975 3.209 1.775
H -2.951 3.405 0.008
H -0.982 0.479 0.018
H -0.528 0.662 1.724
C -7.927 3.186 -1.033
C -7.659 2.791 -2.474
C -6.169 2.496 -2.444
O -5.868 2.017 -1.127
C -6.994 2.257 -0.276
H -8.970 3.079 -0.734
H -7.631 4.227 -0.872
H -8.216 1.882 -2.720
H -7.926 3.561 -3.199
H -5.580 3.403 -2.616
H -5.875 1.746 -3.181
H -7.474 1.293 -0.071
H -6.654 2.683 0.670
C -5.408 -4.459 2.066
C -6.308 -3.450 1.376
C -5.501 -2.169 1.508
O -4.121 -2.549 1.510
C -4.027 -3.970 1.666
H -5.596 -5.491 1.771
H -5.531 -4.385 3.151
H -6.420 -3.714 0.320
H -7.303 -3.374 1.815
H -5.712 -1.662 2.456
H -5.687 -1.469 0.691
H -3.719 -4.395 0.704
H -3.264 -4.207 2.410
C 1.554 -5.291 -0.046
C 0.662 -4.267 -0.724
C 1.488 -2.998 -0.593
O 2.862 -3.398 -0.605
C 2.939 -4.817 -0.457
H 1.349 -6.320 -0.345
H 1.441 -5.221 1.039
H 0.537 -4.525 -1.781
H -0.329 -4.180 -0.276
H 1.293 -2.493 0.359
H 1.306 -2.292 -1.404
H 3.233 -5.242 -1.424
H 3.704 -5.067 0.280

***

Computed, not measured: a 2-piece molecular cluster, C7H14N overall, with the ωB97M-V functional and the def2-TZVPD basis.

Output
charge	+1
HOMO-LUMO gap	9.20	eV
multiplicity	1

Atoms and positions in Å:
C 2.885 0.758 0.499
C 1.777 0.524 -0.220
C -1.670 1.013 1.011
C -1.895 -0.381 0.620
C -0.730 0.375 -0.048
C -0.919 0.825 -1.478
C 0.588 0.055 0.412
N 0.430 -2.144 -0.172
H 3.748 1.237 0.069
H 2.941 0.523 1.551
H 1.737 0.794 -1.264
H -2.316 1.783 0.618
H -1.262 1.230 1.985
H -1.644 -1.161 1.321
H -2.723 -0.622 -0.029
H -1.972 0.816 -1.743
H -0.394 0.163 -2.164
H -0.548 1.837 -1.622
H 0.684 -0.237 1.450
H 1.266 -2.355 -0.705
H -0.392 -2.300 -0.740
H 0.410 -2.732 0.652

***

Computed, not measured: one molecule with the formula C4H7NO2, with the ωB97M-V functional and the def2-TZVPD basis.

Output
charge	0
HOMO-LUMO gap	10.80	eV
structure (SMILES)	NC(=O)C[C@H]1CO1
multiplicity	1

Atoms and positions in Å:
N -0.177 -2.111 1.497
C 0.027 -1.343 0.385
O -0.134 -1.802 -0.732
C 0.546 0.078 0.575
C 0.663 0.704 -0.792
C -0.481 1.386 -1.382
O 0.615 2.123 -0.852
H -0.569 -3.022 1.304
H -0.353 -1.714 2.407
H 1.518 0.048 1.085
H -0.115 0.696 1.197
H 1.383 0.222 -1.454
H -1.408 1.451 -0.810
H -0.601 1.424 -2.464

***

Computed, not measured: one molecule with the formula C2H3BrClF, with the ωB97M-V functional and the def2-TZVPD basis.

Output
charge	0
HOMO-LUMO gap	11.30	eV
structure (SMILES)	FC[C@H](Cl)Br
multiplicity	1

Atoms and positions in Å:
F 0.992 0.023 -1.417
C 0.245 0.597 -0.509
C -0.413 -0.337 0.483
Cl 1.053 -1.128 1.369
Br -1.542 -1.623 -0.332
H 1.061 1.164 0.192
H -0.452 1.292 -1.083
H -0.944 0.012 1.297